[1]
Below is a 2-piece molecular cluster, C5H11NO overall in a non-equilibrium geometry, with properties calculated with the ωB97M-V functional and the def2-TZVPD basis.

Output
* total charge: 0
* multiplicity: 1
* SMILES: C=C/C=C(/C)N.O

```
18
C5H11NO the ωB97M-V functional and the def2-TZVPD basis
C 2.121 -1.440 -0.126
C 0.842 -1.232 -0.547
C -0.168 -0.291 -0.054
C -1.170 -0.043 -0.983
C -2.331 0.784 -0.526
N -0.985 -0.448 -2.290
H 2.453 -2.445 0.072
H 2.643 -0.560 0.238
H 0.455 -2.161 -0.953
H -0.433 0.174 0.884
H -1.828 1.771 -0.498
H -3.260 0.854 -1.082
H -2.576 0.740 0.542
H -1.808 -0.616 -2.827
H -0.039 -0.388 -2.610
O 2.059 1.596 3.209
H 1.270 1.761 3.753
H 2.755 1.944 3.799
```

=====

[2]
Below is an isolated molecule of C5H11NO, with properties calculated with the ωB97M-V functional and the def2-TZVPD basis.

Output
* total charge: 0
* multiplicity: 1
* SMILES: CNC(O)=C(C)C

```
18
C5H11NO the ωB97M-V functional and the def2-TZVPD basis
C -2.449 -1.379 -0.011
N -1.090 -0.946 -0.284
C -0.454 -0.013 0.422
O -0.986 0.461 1.513
C 0.725 0.747 0.096
C 1.949 0.488 0.972
C 1.081 0.911 -1.367
H -2.470 -2.314 0.558
H -2.991 -1.521 -0.950
H -2.940 -0.603 0.579
H -0.593 -1.356 -1.060
H -0.195 1.321 1.208
H 2.548 -0.371 0.623
H 1.687 0.308 2.020
H 2.611 1.363 0.948
H 1.773 1.751 -1.489
H 1.592 0.028 -1.791
H 0.202 1.124 -1.987
```

=====

[3]
Below is an isolated molecule of C5H11NO in a non-equilibrium geometry, with properties calculated with the ωB97M-V functional and the def2-TZVPD basis.

Output
* total charge: 0
* multiplicity: 1
* SMILES: C[C@H]1CNCCO1

```
18
C5H11NO the ωB97M-V functional and the def2-TZVPD basis
C -0.453 -0.497 -2.144
C 0.235 0.051 -0.916
C -0.636 1.141 -0.219
N -1.041 0.427 0.992
C 0.154 0.350 1.838
C 0.993 -0.836 1.273
O 0.409 -1.182 0.001
H 0.052 -1.415 -2.437
H -0.443 0.210 -2.984
H -1.506 -0.720 -1.922
H 1.261 0.372 -1.068
H -1.522 1.456 -0.801
H -0.091 2.084 -0.010
H -0.979 -0.595 0.626
H 0.745 1.276 1.819
H -0.171 0.178 2.867
H 2.051 -0.613 1.109
H 0.945 -1.687 1.975
```

=====

[4]
Below is a 2-piece molecular cluster, C5H11NO overall, with properties calculated with the ωB97M-V functional and the def2-TZVPD basis.

Output
* total charge: 0
* multiplicity: 1
* SMILES: C=CCNC=C.O

```
18
C5H11NO the ωB97M-V functional and the def2-TZVPD basis
C 0.327 0.204 2.669
C -0.495 0.326 1.633
C -0.982 -0.875 0.868
N -0.673 -0.815 -0.553
C 0.614 -0.979 -1.011
C 1.089 -0.554 -2.187
H 0.793 1.074 3.112
H 0.514 -0.772 3.096
H -0.715 1.293 1.202
H -2.071 -0.958 0.904
H -0.600 -1.803 1.289
H -1.441 -0.564 -1.148
H 1.266 -1.448 -0.285
H 0.406 -0.336 -2.998
H 2.144 -0.476 -2.386
O 0.039 2.340 -1.766
H -0.431 2.857 -1.100
H 0.215 1.487 -1.338
```

=====

[5]
Below is C5H11NO as an isolated structure, with properties calculated with the ωB97M-V functional and the def2-TZVPD basis.

Output
* total charge: 0
* multiplicity: 1

```
18
C5H11NO the ωB97M-V functional and the def2-TZVPD basis
C 1.813 0.310 -1.412
C 1.088 -0.577 -0.432
C 1.459 -0.658 1.003
N 0.314 0.120 0.586
C -1.007 -0.374 0.917
C -2.010 -0.067 -0.036
O -2.468 1.509 0.729
H 1.119 0.685 -2.174
H 2.626 -0.219 -1.921
H 2.231 1.175 -0.888
H 0.628 -1.477 -0.848
H 2.312 -0.100 1.390
H 1.269 -1.605 1.512
H -1.087 -1.308 1.479
H -1.752 0.829 1.405
H -1.767 0.303 -1.033
H -2.967 -0.574 0.037
H -1.849 2.148 0.335
```

=====

Values for relative energy (zero: lowest compared OMol25 entry of this formula, charge and spin), kJ/mol, ordered as above
313.7; 294.0; 239.7; 233.2; 508.0
Values for E_HOMO, eV, ordered as above
-7.3; -7.4; -8.8; -8.1; -7.6
Values for E_LUMO, eV, ordered as above
0.802; 0.814; 1.136; 0.936; 1.046